Entry 1:
{
  "formula": "C3H9N3O",
  "method": "ωB97M-V/def2-TZVPD",
  "symbols": ["N", "C", "N", "C", "C", "N", "O", "H", "H", "H", "H", "H", "H", "H", "H", "H"],
  "xyz": [[-0.293, 1.660, -2.265], [0.350, 0.575, -1.530], [-0.233, 0.221, -0.191], [0.527, 0.166, 1.060], [0.102, -1.151, 1.877], [-0.292, -2.217, 1.055], [0.245, -1.191, 3.099], [-1.331, 1.494, -2.183], [-0.132, 2.457, -1.700], [1.345, 1.008, -1.275], [0.513, -0.259, -2.100], [-1.102, 0.852, -0.261], [0.266, 0.915, 1.774], [1.596, 0.133, 0.842], [-0.861, -2.850, 1.577], [-0.701, -1.813, 0.220]],
  "forces_ev_per_angstrom": [[-1.968, -1.878, 0.499], [2.199, 2.625, 2.736], [-2.562, 1.621, -1.833], [-1.395, -1.803, -0.292], [1.401, 0.072, 0.223], [0.291, 1.871, 1.096], [-0.465, -0.062, -1.928], [1.181, 0.318, -0.598], [0.088, 1.269, 0.370], [-0.160, -0.543, -0.461], [-0.013, -2.129, -1.595], [1.644, -1.422, 1.514], [0.153, 0.984, 0.243], [-0.041, 0.022, 0.186], [-0.299, -0.638, 0.043], [-0.054, -0.308, -0.204]],
  "e_homo_ev": -9.014,
  "e_above_lowest_kcal_mol": 32.1,
  "gap_ev": 9.858,
  "fmax_ev_per_a": 4.38
}

***

Entry 2:
{
  "formula": "Br2ClP",
  "method": "ωB97M-V/def2-TZVPD",
  "symbols": ["P", "Cl", "Br", "Br"],
  "xyz": [[-1.370, 0.765, 0.105], [0.296, -0.109, -0.180], [3.870, 0.221, 0.040], [-2.796, -0.877, 0.035]],
  "forces_ev_per_angstrom": [[-2.458, 1.959, 0.515], [2.884, -1.511, -0.512], [-0.020, 0.005, 0.009], [-0.406, -0.454, -0.012]],
  "e_homo_ev": [-10.610, -8.256],
  "e_above_lowest_kcal_mol": 63.7,
  "gap_ev": [9.301, 4.487],
  "fmax_ev_per_a": 3.30
}

***

Entry 3:
{
  "formula": "C4H8O",
  "method": "ωB97M-V/def2-TZVPD",
  "symbols": ["C", "C", "O", "C", "C", "H", "H", "H", "H", "H", "H", "H", "H"],
  "xyz": [[-1.463, 0.280, 0.606], [-0.082, 0.846, 0.709], [0.591, 1.459, -0.382], [0.983, 0.145, 0.011], [0.851, -0.931, -1.043], [-1.738, -0.074, -0.391], [-1.583, -0.578, 1.285], [-2.140, 1.055, 0.916], [0.171, 1.298, 1.681], [1.892, 0.096, 0.586], [0.968, -1.933, -0.618], [1.652, -0.800, -1.780], [-0.095, -0.890, -1.583]],
  "forces_ev_per_angstrom": [[-0.396, 0.222, -0.013], [0.065, -1.048, 0.364], [-0.276, 0.143, -0.095], [0.614, -0.194, -0.093], [-0.001, 0.037, 0.046], [0.174, 0.268, 0.085], [0.193, 0.332, -0.055], [-0.760, 0.149, 0.023], [-0.159, -0.214, -0.415], [0.633, 0.101, -0.175], [-0.035, 0.120, 0.073], [-0.107, 0.014, 0.124], [0.056, 0.069, 0.132]],
  "e_homo_ev": -10.144,
  "e_above_lowest_kcal_mol": 28.1,
  "gap_ev": 11.299,
  "fmax_ev_per_a": 1.11
}

***

Entry 4:
{
  "formula": "C7H23BrN7O4",
  "method": "ωB97M-V/def2-TZVPD",
  "symbols": ["Br", "C", "C", "C", "O", "C", "N", "H", "H", "H", "H", "H", "H", "H", "H", "H", "H", "H", "C", "O", "N", "N", "H", "H", "H", "H", "C", "O", "N", "N", "H", "H", "H", "H", "C", "O", "N", "N", "H", "H", "H", "H"],
  "xyz": [[-2.039, 1.847, -0.371], [1.088, -0.585, 0.016], [-0.096, -1.560, 0.067], [0.313, -2.931, 0.645], [1.189, -3.738, -0.148], [1.514, -4.913, 0.606], [-1.108, -0.984, 0.875], [1.874, -0.941, -0.649], [1.502, -0.329, 0.992], [0.651, 0.311, -0.425], [-0.378, -1.748, -0.969], [-0.640, -3.405, 0.880], [0.857, -2.626, 1.539], [2.165, -5.540, -0.002], [0.682, -5.451, 1.061], [1.927, -4.529, 1.539], [-0.785, -1.107, 1.824], [-1.272, 0.001, 0.725], [-2.435, -0.711, -3.464], [-2.569, -1.770, -4.007], [-1.316, -0.051, -3.286], [-3.386, -0.031, -2.897], [-1.426, 0.721, -2.644], [-0.436, -0.352, -3.680], [-4.319, -0.415, -2.945], [-3.158, 0.752, -2.301], [-0.345, 2.027, 3.708], [0.068, 2.319, 4.783], [-1.294, 1.125, 3.348], [0.310, 2.463, 2.684], [-1.960, 0.763, 4.016], [-1.541, 1.260, 2.378], [0.113, 2.001, 1.808], [1.256, 2.808, 2.763], [2.291, 3.312, -1.300], [3.379, 3.579, -1.831], [1.443, 2.582, -1.830], [1.908, 3.667, -0.115], [1.824, 2.033, -2.587], [0.678, 2.303, -1.232], [0.943, 3.497, 0.131], [2.529, 4.348, 0.298]],
  "forces_ev_per_angstrom": [[0.308, 0.639, 0.001], [-0.153, -0.198, -0.912], [2.164, -0.276, -1.113], [-0.052, 1.195, -0.137], [-1.142, -0.333, 0.311], [0.020, 1.347, 0.436], [-0.985, -1.284, 1.102], [0.221, 0.017, 0.046], [-0.055, -0.170, 0.165], [0.294, 0.223, 0.042], [-0.561, 0.207, -0.098], [0.123, -0.596, 0.160], [0.017, -0.504, 0.699], [-0.040, 0.078, 0.324], [-0.726, -0.301, -0.954], [1.179, -0.246, 0.057], [-0.239, 0.230, 0.458], [0.036, -0.040, -0.479], [0.507, -0.672, -0.014], [-0.246, -2.318, -1.654], [3.403, 1.238, -0.129], [-4.196, 1.235, 1.082], [1.176, 0.153, -0.100], [-0.345, 0.082, 0.357], [0.278, 0.230, 0.319], [-0.586, -0.070, 0.185], [-0.071, -1.693, 0.878], [-0.209, 0.427, 4.163], [-0.826, -0.262, 0.118], [2.032, 1.454, -5.235], [0.102, 0.375, -0.262], [-0.910, -0.487, 0.083], [0.186, 0.293, -0.270], [-0.414, -0.029, 0.432], [5.605, 2.308, -0.352], [0.207, 0.484, 0.404], [-4.675, -4.772, -4.240], [0.292, 2.236, 3.981], [-0.799, -0.185, 0.006], [-0.426, -0.716, -0.928], [0.249, 0.665, 0.568], [-0.742, 0.036, 0.500]],
  "charge": -1,
  "e_homo_ev": -6.142,
  "e_above_lowest_kcal_mol": 65.2,
  "gap_ev": 8.990,
  "fmax_ev_per_a": 7.91
}

***

Entry 5:
{
  "formula": "C23H30N2O3S",
  "method": "ωB97M-V/def2-TZVPD",
  "symbols": ["C", "C", "N", "C", "O", "C", "C", "C", "C", "C", "C", "S", "O", "O", "N", "C", "C", "C", "C", "C", "C", "C", "C", "C", "C", "C", "C", "C", "C", "H", "H", "H", "H", "H", "H", "H", "H", "H", "H", "H", "H", "H", "H", "H", "H", "H", "H", "H", "H", "H", "H", "H", "H", "H", "H", "H", "H", "H", "H"],
  "xyz": [[5.426, 1.175, -0.081], [4.149, 0.485, -0.569], [3.896, -0.718, 0.203], [3.955, -1.958, -0.322], [4.309, -2.186, -1.460], [3.499, -3.053, 0.631], [2.039, -3.409, 0.301], [1.153, -2.200, 0.398], [0.698, -1.758, 1.638], [-0.124, -0.650, 1.731], [-0.485, 0.021, 0.579], [-1.685, 1.330, 0.715], [-1.881, 1.941, -0.571], [-1.404, 2.175, 1.839], [-3.008, 0.411, 1.163], [-3.686, -0.302, 0.096], [-4.354, -1.561, 0.652], [-5.020, -2.348, -0.473], [-6.042, -1.481, -1.201], [-5.376, -0.226, -1.758], [-4.705, 0.567, -0.641], [-0.026, -0.382, -0.657], [0.800, -1.490, -0.745], [2.964, 1.419, -0.490], [2.343, 1.869, -1.647], [1.281, 2.754, -1.578], [0.822, 3.195, -0.349], [1.424, 2.738, 0.811], [2.487, 1.857, 0.739], [5.621, 2.056, -0.686], [6.270, 0.495, -0.164], [5.323, 1.484, 0.956], [4.294, 0.148, -1.601], [3.540, -0.589, 1.137], [4.125, -3.933, 0.478], [3.585, -2.727, 1.668], [2.006, -3.809, -0.713], [1.696, -4.181, 0.993], [0.976, -2.300, 2.531], [-0.500, -0.296, 2.677], [-3.628, 0.923, 1.772], [-2.893, -0.594, -0.602], [-3.604, -2.172, 1.157], [-5.103, -1.267, 1.390], [-5.507, -3.235, -0.062], [-4.257, -2.681, -1.180], [-6.500, -2.050, -2.012], [-6.834, -1.193, -0.506], [-6.117, 0.399, -2.259], [-4.624, -0.512, -2.497], [-4.193, 1.441, -1.046], [-5.461, 0.909, 0.072], [-0.324, 0.177, -1.530], [1.168, -1.814, -1.707], [2.701, 1.527, -2.608], [0.809, 3.100, -2.484], [-0.006, 3.883, -0.291], [1.057, 3.068, 1.770], [2.956, 1.520, 1.654]],
  "forces_ev_per_angstrom": [[-0.131, -0.174, -0.212], [0.207, 0.116, -0.089], [0.115, 0.353, 0.179], [0.080, -0.206, 0.699], [0.025, -0.187, -0.503], [-0.046, -0.069, -0.316], [0.123, 0.046, 0.079], [-0.191, -0.081, -0.157], [-0.076, 0.142, -0.010], [0.123, -0.072, 0.202], [-0.348, 0.356, -0.185], [-0.628, -0.386, 0.282], [0.095, -0.311, -0.088], [0.023, -0.090, 0.242], [0.722, 0.479, 0.009], [-0.321, -0.192, -0.155], [0.347, -0.033, -0.289], [-0.266, 0.111, 0.218], [0.217, -0.111, -0.257], [-0.263, 0.068, 0.254], [0.291, -0.087, -0.301], [-0.077, 0.157, -0.095], [-0.019, -0.098, 0.157], [-0.011, -0.067, -0.095], [0.079, 0.008, 0.027], [-0.016, 0.083, -0.042], [0.092, 0.104, -0.033], [0.095, 0.088, 0.084], [0.082, 0.014, -0.099], [0.047, 0.130, -0.022], [0.089, -0.053, 0.010], [0.001, 0.053, 0.122], [-0.079, 0.085, 0.171], [-0.030, -0.180, -0.052], [0.054, 0.086, 0.032], [0.006, -0.010, 0.044], [-0.021, -0.054, 0.034], [-0.016, -0.018, -0.071], [0.011, -0.059, 0.113], [-0.027, -0.053, 0.195], [0.027, 0.279, 0.184], [-0.151, -0.148, -0.111], [0.005, 0.022, 0.082], [-0.055, 0.026, 0.110], [0.068, -0.061, -0.043], [0.042, -0.085, -0.041], [-0.091, -0.001, 0.028], [-0.094, 0.001, 0.023], [0.056, 0.008, -0.090], [0.030, 0.009, -0.107], [-0.090, 0.029, 0.066], [-0.042, 0.038, 0.084], [-0.003, 0.023, -0.153], [0.051, -0.038, -0.125], [0.039, -0.052, -0.109], [-0.060, 0.026, -0.094], [-0.107, 0.045, -0.001], [-0.037, 0.015, 0.084], [0.054, -0.019, 0.131]],
  "e_homo_ev": -9.017,
  "e_above_lowest_kcal_mol": 26.7,
  "gap_ev": 9.596,
  "fmax_ev_per_a": 0.87
}